1.
This record from the Open Molecules 2025 dataset describes a molecular structure, C10H17BCuO8 at a distorted geometry. The level of theory is ωB97M-V with the def2-TZVPD basis set.

```
37
Properties=species:S:1:pos:R:3:forces:R:3
C 1.418028 -2.644021 1.058164 0.672 0.398 -0.812
C 2.912931 -1.901852 1.012754 0.937 -0.063 1.675
O 3.580807 -1.750089 2.179035 -3.103 -0.606 -6.226
O 3.415355 -1.458639 -0.307598 -2.102 0.230 5.127
C 3.656973 0.020604 -0.234565 0.561 2.026 -0.610
C 2.764651 0.852222 -1.360603 0.511 -0.787 0.223
C 1.332191 1.425269 -0.762380 0.483 0.783 -0.336
C 0.117704 1.131305 -1.824171 -0.054 0.129 -0.625
C -1.019788 0.071270 -1.304085 -0.609 0.351 -1.120
C -1.955592 0.603573 -0.067980 0.442 1.469 1.998
O -3.427836 0.433902 -0.155319 2.335 -3.043 -0.460
B -3.809713 -0.993572 -0.179221 -1.177 -1.863 0.824
O -3.526564 -1.949740 -1.283225 -1.236 4.150 0.616
O -4.594782 -1.561235 0.973423 -0.087 2.274 -3.733
C -1.832310 2.164611 0.444408 -3.111 2.118 -1.561
O -1.656294 2.272644 1.930966 -0.111 -5.279 -1.526
C -1.847980 0.865463 2.341912 -2.297 -0.270 5.095
O -2.317575 0.533207 3.571881 3.910 2.010 -9.159
O -1.499099 -0.048325 1.204278 -1.463 2.213 1.595
H 1.452458 -3.655249 0.434938 0.120 2.138 1.498
H 0.634287 -1.953325 0.494669 1.858 -1.261 1.256
H 1.093615 -2.788406 2.173317 0.855 0.176 -2.291
H 4.802190 0.176256 -0.436068 -2.286 -0.296 0.580
H 3.329223 0.463306 0.818203 0.898 -1.055 -2.039
H 3.419586 1.746204 -1.759174 -1.262 -1.824 0.934
H 2.632227 0.110797 -2.271120 0.063 1.527 1.884
H 1.487101 2.603382 -0.647602 -0.485 -2.592 -0.224
H 1.102001 1.041418 0.336248 0.410 0.483 -2.349
H -0.365501 2.156617 -2.198828 0.912 -2.335 0.993
H 0.590074 0.651169 -2.809613 -1.066 1.001 2.210
H -0.495961 -0.951769 -1.083783 -1.230 1.941 -0.096
H -1.755553 -0.118499 -2.224567 1.654 0.409 2.107
H -3.721130 -1.406905 -2.126696 0.807 -1.385 1.666
H -5.561759 -1.406726 0.682146 2.022 -0.602 0.915
H -2.949047 2.567935 0.324313 2.382 -0.928 0.045
H -1.243156 2.945447 -0.198514 -0.294 -1.876 1.720
Cu 3.838241 -0.248246 3.254457 0.141 0.239 0.205
```
Forces are in eV/Å.

- gap between HOMO and LUMO (eV) = 7.75
- E_HOMO (eV) = -13.276
- lowest unoccupied orbital energy (eV) = -5.53
- total charge = +1
- strongest force on any atom (eV/A) = 10.16
- spin multiplicity = 1
- DFT total energy (Ha) = -2658.0630

***

2.
This record from the Open Molecules 2025 dataset describes 3 unconnected molecules or ions with the total composition C10H17BF2NO9S at a distorted geometry. The level of theory is ωB97M-V with the def2-TZVPD basis set.

```
41
Properties=species:S:1:pos:R:3:forces:R:3
C 1.312398 0.147789 1.830590 0.969 -0.844 0.181
S 0.259728 -1.213223 2.582622 -3.928 0.702 1.152
O -0.737627 -1.742819 1.570487 2.094 0.856 0.386
O -0.559633 -0.617546 3.732152 2.287 -0.394 -1.823
B 1.463642 -2.559274 3.230147 0.080 -0.745 0.180
C 1.273165 -3.997749 2.478108 -0.666 -0.795 -0.884
C 2.610593 -4.843989 2.233723 -0.152 -0.946 0.633
C 3.826708 -4.481214 3.176288 2.036 2.014 -1.397
N 3.964437 -4.848014 4.573039 -1.273 0.872 -1.481
O 4.758077 -3.791399 2.676042 -2.297 -2.031 1.475
H 0.827778 1.165984 1.914246 0.464 -1.367 -0.124
H 1.550464 -0.165501 0.766654 -0.499 0.483 1.518
H 2.309107 0.075157 2.393517 -1.586 0.361 -0.545
H 1.220359 -2.692415 4.401080 -0.257 0.259 0.206
H 2.542735 -2.072722 3.147009 0.511 0.189 -0.317
H 0.526970 -4.653440 3.057713 1.072 0.892 -0.779
H 0.786943 -3.857788 1.445389 0.683 -0.234 1.413
H 2.973596 -4.699072 1.160647 -0.274 -0.212 1.680
H 2.336820 -5.948107 2.403516 0.582 1.380 -0.412
H 3.049438 -5.018134 5.007599 0.474 0.089 -0.258
H 4.415923 -4.040429 5.026556 -0.172 -0.702 -0.272
C -2.597381 1.004200 -1.333293 -0.646 -0.509 -0.556
C -2.286375 2.284493 -0.624297 -0.207 0.069 0.693
O -1.029927 2.029618 -0.033107 -0.041 -0.015 -0.748
C -0.420296 1.124669 -0.849519 1.208 -0.762 0.039
O 0.745218 0.875822 -0.820411 -0.888 0.492 -0.616
O -1.305108 0.544711 -1.706993 0.273 0.455 0.328
F -3.186439 2.527845 0.360515 -0.079 0.263 0.008
H -3.071372 0.266245 -0.680412 0.096 0.206 0.183
H -3.229359 1.155287 -2.209838 0.249 -0.050 -0.081
H -2.212196 3.155932 -1.281468 -0.109 0.056 0.150
C -2.295640 5.359055 -5.404550 -0.064 0.715 -0.600
C -1.401226 4.584025 -4.488252 0.230 0.175 0.696
O -2.224994 3.516962 -4.061546 0.062 0.142 -0.663
C -3.098507 3.298392 -5.085072 -0.999 -1.110 -0.233
O -3.762269 2.315576 -5.200566 0.383 0.691 0.137
O -3.113699 4.339512 -5.963771 0.184 -0.360 0.391
F -1.054779 5.322005 -3.406173 0.147 -0.054 0.050
H -2.923971 6.077266 -4.870816 0.158 -0.106 0.179
H -1.740782 5.887089 -6.180704 -0.138 -0.180 -0.071
H -0.502521 4.185202 -4.966854 0.034 0.054 0.181
```
Forces are in eV/Å.

- gap between HOMO and LUMO (eV) = 6.80
- E_HOMO (eV) = -5.061
- lowest unoccupied orbital energy (eV) = 1.74
- total charge = -1
- strongest force on any atom (eV/A) = 4.15
- spin multiplicity = 1
- DFT total energy (Ha) = -1745.9809

***

3.
This record from the Open Molecules 2025 dataset describes a molecular structure, C10H17CaKLiNO16P2 at a distorted geometry. The level of theory is ωB97M-V with the def2-TZVPD basis set.

```
49
Properties=species:S:1:pos:R:3:forces:R:3
C 4.878276 0.133636 -0.552615 1.046 -0.840 -0.313
C 4.145757 1.162702 -0.222249 0.176 0.705 0.532
N 3.613131 2.126508 -1.160970 -1.372 -1.582 1.134
C 2.229148 2.266437 -1.065897 -0.658 0.434 -0.370
O 1.627518 2.825070 -1.983842 0.384 -0.358 1.173
O 1.570724 1.758095 0.046989 1.222 0.195 -1.759
C 0.607739 0.734729 -0.351161 -0.161 -0.418 0.590
P 1.368311 -0.851414 -0.988468 0.643 -1.000 -1.409
O 2.255305 -0.684016 -2.199182 -0.889 1.068 0.659
O 2.212794 -1.623964 0.132090 -1.489 0.998 0.135
O 0.126593 -1.788396 -1.455952 0.792 1.133 0.583
H 5.339903 -0.446987 0.249367 -0.326 0.040 -0.339
H 5.106057 -0.169007 -1.577589 -0.141 0.196 0.281
H 3.961553 1.329631 0.838934 -0.128 0.388 -0.450
H 3.739137 1.789831 -2.115994 0.522 0.472 0.066
H -0.090940 1.142184 -1.111158 0.225 -0.364 0.749
H 0.009002 0.445899 0.558001 -0.037 0.046 -0.515
H 1.758532 -1.555157 0.997123 0.041 -0.356 -0.135
H 0.040243 -1.583999 -2.401668 -0.203 -0.552 0.186
O -3.059076 -1.059068 -1.276344 -0.845 0.573 -0.587
H -2.128199 -1.217866 -1.140521 0.080 -0.218 0.513
K 0.296902 1.487128 -3.452476 -0.354 -0.516 -0.643
O -1.163363 -0.680614 1.156809 -0.087 0.316 1.057
P -1.870077 -1.709765 2.058491 2.702 -1.629 -4.296
O -1.051752 -1.905658 3.389773 -1.852 0.966 1.803
O -2.034525 -3.026570 1.341553 -0.544 0.159 0.716
O -3.304718 -1.157103 2.469994 -1.207 0.786 0.415
Li -4.197983 -0.960483 0.047323 1.123 -0.341 -0.007
C -7.305143 -4.473601 -2.645397 0.079 -0.330 -0.236
C -6.572903 -4.063750 -1.394455 0.485 -0.298 0.187
O -6.924803 -2.685189 -1.265547 -0.268 -0.033 -0.160
C -8.096001 -2.494946 -1.925394 -0.079 0.173 0.006
O -8.743441 -1.500408 -1.871813 0.009 -0.034 0.012
O -8.430343 -3.592295 -2.653864 0.157 0.174 0.213
H -7.626298 -5.513036 -2.622832 -0.192 0.099 -0.017
H -6.717350 -4.303174 -3.549666 0.005 0.050 0.044
H -6.919840 -4.601035 -0.509016 -0.056 0.032 -0.032
H -5.494267 -4.182552 -1.479407 -0.003 0.252 0.064
Ca -2.933006 -1.311745 4.439792 1.202 -0.451 0.123
C 4.333727 3.952263 1.827229 -0.381 0.036 -0.446
C 5.174302 5.121759 2.268134 0.057 0.359 -0.165
O 5.573100 4.739569 3.583630 -0.104 -0.311 -0.110
C 5.508473 3.381856 3.655467 0.076 -0.133 0.167
O 5.930774 2.736738 4.555213 -0.008 0.003 -0.014
O 4.893677 2.862449 2.555328 0.208 0.325 0.271
H 4.395966 3.774827 0.755232 0.069 -0.161 0.069
H 3.283224 4.061091 2.109325 0.033 0.011 0.033
H 6.066318 5.252690 1.651316 -0.006 -0.053 0.019
H 4.617841 6.056707 2.286363 0.053 -0.015 0.203
```
Forces are in eV/Å.

- gap between HOMO and LUMO (eV) = 4.90
- E_HOMO (eV) = -6.329
- lowest unoccupied orbital energy (eV) = -1.43
- strongest force on any atom (eV/A) = 5.33
- spin multiplicity = 1
- DFT total energy (Ha) = -3617.8999